1.
# C41H39CdN8O5S2

C41H39CdN8O5S2 as an isolated structure at a distorted geometry (ωB97M-V with the def2-TZVPD basis set, the OMol25 dataset).

Last column: Mulliken charge in e.
CARTESIAN COORDINATES (ANGSTROEM)
Cd1 -0.099222 0.324485 -0.091347  2.5160
C1 -5.059301 -4.481765 -0.272090  -1.1783
C2 -3.822166 -3.945364 -0.994157  -0.5792
N1 -2.748014 -3.588170 -0.091482  -0.1171
C3 -2.631109 -2.395598 0.556462  0.0265
S1 -3.915803 -1.261068 0.526499  -0.5480
N2 -1.560973 -2.298249 1.320863  -1.1956
N3 -1.178086 -1.083227 1.701891  0.6969
C4 -0.623703 -0.922421 2.850824  0.4378
C5 -0.419400 -2.043457 3.830089  -1.8038
C6 -0.292749 0.452089 3.208989  0.3786
C7 0.165448 0.778612 4.492979  -0.6090
C8 0.359080 2.102815 4.829839  -0.7458
C9 0.095161 3.088690 3.889969  -0.6434
C10 -0.337603 2.681383 2.636651  -0.3706
N4 -0.518349 1.415863 2.295593  -0.1766
H1 -5.841243 -4.728077 -0.993647  0.3826
H2 -4.815041 -5.372380 0.309607  0.3181
H3 -5.433591 -3.714232 0.401571  0.2831
H4 -3.440921 -4.695695 -1.689707  0.4438
H5 -4.108408 -3.059160 -1.561801  0.2528
H6 -1.953787 -4.201458 -0.012511  0.2932
H7 -0.764821 -2.962348 3.363638  0.4436
H8 0.637625 -2.159316 4.083547  0.2761
H9 -0.988651 -1.877870 4.747427  0.3816
H10 0.374970 0.000264 5.212383  0.4000
H11 0.697943 2.370131 5.823119  0.4360
H12 0.227420 4.137383 4.119355  0.4411
H13 -0.550140 3.415652 1.864610  0.6434
O1 -1.807763 3.274968 -5.549140  -0.5901
C11 -2.795558 2.514558 -5.117522  0.3479
O2 -3.808701 2.345045 -5.763747  -0.6625
C12 -2.623772 1.884950 -3.788696  0.3665
C13 -3.576685 1.097166 -3.174796  -0.7213
N5 -3.078151 0.726143 -1.991812  0.1222
N6 -1.862396 1.225396 -1.774288  -0.1927
C14 -1.550497 1.910026 -2.868202  -0.2109
C15 -0.185962 2.498458 -2.970788  0.7014
O3 0.084719 3.250883 -3.931595  -0.9331
O4 0.599971 2.091537 -2.090599  -0.3429
H14 -1.033634 3.312151 -4.891805  0.4941
H15 -4.547474 0.792019 -3.524921  0.5099
H16 -3.480676 0.118730 -1.257927  -0.1077
C16 4.835624 -0.979924 3.942286  -0.6954
C17 4.835253 -2.084788 3.100616  -0.6316
C18 3.911791 -2.177764 2.074848  -0.5019
C19 2.974745 -1.158518 1.871394  -0.7442
C20 2.986981 -0.050805 2.715816  1.4809
C21 3.912306 0.035999 3.741167  -1.0581
N7 1.967990 -1.263965 0.886296  1.1122
N8 2.275995 -1.973267 -0.084971  -0.9515
C22 1.292893 -2.254166 -1.041830  1.4636
C23 1.520706 -3.457189 -1.725836  -0.4673
C24 0.671860 -3.849703 -2.739554  -0.5786
C25 -0.398368 -3.032331 -3.077479  -0.7940
C26 -0.625164 -1.849635 -2.384805  0.3275
C27 0.209230 -1.410737 -1.360368  -1.3457
H17 5.547361 -0.918132 4.756131  0.3956
H18 5.556611 -2.880112 3.244096  0.3947
H19 3.889889 -3.035813 1.417993  0.4533
H20 2.291802 0.751998 2.521371  0.0474
H21 3.915542 0.904455 4.388791  0.4532
H22 2.352175 -4.079396 -1.415332  0.4449
H23 0.835607 -4.786239 -3.258458  0.3311
H24 -1.057629 -3.316808 -3.889862  0.4493
H25 -1.481156 -1.252199 -2.682004  0.1633
O5 1.864529 1.719113 0.414292  -0.8073
S2 1.935663 3.172331 0.061509  0.2243
C28 3.321644 3.341921 -1.174477  -1.2066
C29 4.554453 2.632729 -0.742219  -0.1017
C30 4.603976 1.239551 -0.773450  0.0463
C31 5.688271 0.562784 -0.237502  -0.4687
C32 6.736274 1.262862 0.340869  -0.5483
C33 6.713037 2.650698 0.347989  -0.6820
C34 5.631190 3.328151 -0.191434  -0.1594
C35 2.867488 3.808615 1.546817  -0.4376
C36 3.074004 5.291469 1.502134  0.2242
C37 4.245797 5.858263 1.999294  -0.3622
C38 4.452688 7.228203 1.946449  -0.6957
C39 3.493147 8.057899 1.386100  -0.4026
C40 2.322246 7.507526 0.887625  -0.8353
C41 2.109757 6.138525 0.951327  -0.3112
H26 3.465469 4.414481 -1.303934  0.5329
H27 2.866842 2.906778 -2.061282  0.7074
H28 3.780055 0.689047 -1.209851  0.3141
H29 5.703827 -0.518625 -0.253567  0.4313
H30 7.572334 0.725893 0.771332  0.4023
H31 7.530315 3.204019 0.795105  0.4028
H32 5.608656 4.411924 -0.176911  0.4791
H33 3.801197 3.256225 1.634732  0.1951
H34 2.222297 3.512501 2.372317  0.4187
H35 4.993903 5.217204 2.451244  0.4133
H36 5.364415 7.651305 2.349483  0.3923
H37 3.646705 9.128720 1.347972  0.3879
H38 1.563081 8.141995 0.448382  0.4050
H39 1.186142 5.723053 0.569870  0.4282

Atoms 1-6, force components in eV/Å:
Cd -0.260 0.430 -0.224
C 0.157 0.039 -0.064
C -0.211 -0.003 0.225
N -0.005 0.058 -0.049
C -0.258 -0.034 0.096
S -0.049 0.367 -0.326

Values from the calculation:
Net charge: -1
HOMO level, eV: -4.8

2.
# C6H10O2

One molecule with the formula C6H10O2 at a distorted geometry (ωB97M-V with the def2-TZVPD basis set, the OMol25 dataset).

Last column: Mulliken charge in e.
CARTESIAN COORDINATES (ANGSTROEM)
C1 2.479149 -0.868837 -0.912905  -0.7826
C2 1.816098 -0.424900 0.112660  0.0057
C3 1.260610 -0.119837 1.260836  0.0284
O1 -0.020804 0.195921 1.537507  -0.4277
C4 -1.021101 0.321570 0.416951  1.0285
C5 -1.308568 -1.057490 -0.169789  -1.4737
C6 -0.646040 1.331167 -0.671698  -1.1962
O2 -2.175209 0.746348 1.076660  -0.5628
H1 2.610773 -1.926410 -1.102234  0.2589
H2 2.936328 -0.200160 -1.627466  0.2678
H3 1.865766 -0.057521 2.159380  0.3929
H4 -2.286151 -1.028442 -0.633515  0.4230
H5 -0.546368 -1.332457 -0.885979  0.3417
H6 -1.330325 -1.790613 0.624802  0.3752
H7 -0.518747 2.326721 -0.238508  0.3248
H8 -1.445596 1.361467 -1.409890  0.3611
H9 0.262012 1.039702 -1.195557  0.2912
H10 -1.931828 1.483771 1.658745  0.3438

Atoms 1-6, force components in eV/Å:
C 0.100 0.042 -0.202
C -0.010 -0.227 0.620
C 0.363 0.078 -0.322
O -1.251 0.544 -1.218
C 0.254 -0.411 0.406
C 0.143 0.426 0.406

Values from the calculation:
Net charge: 0
Relative energy (zero: lowest compared OMol25 entry of this formula, charge and spin), kcal per mole: 49.64
SMILES: C=C=COC(C)(C)O
HOMO level, eV: -8.7

3.
# C26H29IN2O6PPbS2

C26H29IN2O6PPbS2 as an isolated structure at a distorted geometry (ωB97M-V with the def2-TZVPD basis set, the OMol25 dataset).

Last column: Löwdin spin population.
CARTESIAN COORDINATES (ANGSTROEM)
Pb1 0.339397 2.172057 1.017723  0.0032
C1 4.421651 2.568204 -1.418462  -0.0005
C2 4.225370 1.157418 -0.940978  0.0442
N1 5.043522 0.212757 -1.416019  0.1139
C3 4.840403 -1.038474 -0.968614  -0.0188
C4 3.841266 -1.399132 -0.096232  0.0693
C5 3.760098 -2.821763 0.352726  0.0123
O1 4.154039 -3.014543 1.728468  0.0095
C6 2.927815 -0.411675 0.397475  0.0166
C7 1.876001 -0.804978 1.256830  0.2860
N2 0.817808 -0.061255 1.728293  0.1468
C8 0.163121 -0.546230 2.825610  0.0212
C9 0.767421 -1.349706 3.819426  0.0346
C10 0.087382 -1.767197 4.954695  0.0006
C11 -1.227610 -1.376484 5.172204  0.0359
C12 -1.853210 -0.585076 4.211474  -0.0001
C13 -1.186857 -0.221555 3.063493  0.0203
I1 1.193358 3.101738 3.604153  0.0001
C14 3.176794 0.932644 -0.022143  0.0920
O2 2.502413 1.976750 0.403176  0.0676
H1 5.225258 2.588449 -2.156194  0.0000
H2 4.665574 3.233359 -0.584848  0.0005
H3 3.497079 2.953543 -1.857156  0.0003
H4 5.524883 -1.798807 -1.340444  -0.0040
H5 4.451082 -3.427870 -0.233067  0.0003
H6 2.752505 -3.226465 0.203015  0.0030
H7 3.729336 -2.307762 2.229031  0.0035
H8 1.846213 -1.857089 1.532065  0.0171
H9 1.818472 -1.580689 3.711365  0.0058
H10 0.601675 -2.380563 5.687417  -0.0007
H11 -1.758410 -1.657692 6.073140  0.0030
H12 -2.873449 -0.254285 4.364784  -0.0009
C15 -3.967171 3.835406 0.259538  0.0000
C16 -3.246785 2.923965 1.235881  -0.0001
O3 -2.197782 3.280663 1.707479  -0.0001
C17 -3.865776 1.568401 1.507667  0.0000
C18 -5.237964 1.421508 1.328062  0.0001
C19 -5.868144 0.195491 1.434434  0.0001
C20 -5.089176 -0.934890 1.662445  0.0002
C21 -3.732981 -0.815553 1.862178  0.0004
C22 -3.120591 0.441032 1.842945  0.0007
O4 -1.793149 0.545542 2.061041  0.0078
H13 -3.208760 4.439291 -0.231559  0.0000
H14 -4.643314 4.500393 0.805613  0.0000
H15 -4.534211 3.284002 -0.488080  0.0000
H16 -5.827858 2.305909 1.117447  0.0000
H17 -6.940051 0.114635 1.302335  0.0000
H18 -5.542477 -1.919337 1.670575  0.0000
H19 -3.115013 -1.687925 2.021928  0.0002
C23 1.102158 -2.274858 -2.666604  0.0003
C24 0.141633 -1.577099 -1.725676  0.0037
O5 0.270075 -0.155929 -1.879477  -0.0001
P1 -0.905893 0.731897 -2.537119  0.0000
S1 -2.673393 0.240185 -1.822628  0.0005
S2 -0.261665 2.579176 -2.406013  0.0000
O6 -0.878768 0.214589 -4.089451  0.0000
C25 0.281850 0.500144 -4.872784  0.0000
C26 0.136879 -0.231234 -6.188804  0.0000
H20 1.144896 -3.343525 -2.431086  0.0001
H21 2.104933 -1.856503 -2.555867  0.0000
H22 0.781080 -2.160126 -3.705015  0.0001
H23 0.386993 -1.801864 -0.688380  0.0029
H24 -0.889218 -1.881673 -1.904091  0.0003
H25 1.181841 0.177935 -4.343496  0.0000
H26 0.361109 1.577484 -5.023857  0.0000
H27 0.081947 -1.310604 -6.027390  0.0000
H28 0.992578 -0.017132 -6.837329  0.0000
H29 -0.778229 0.082975 -6.697267  0.0000

Atoms 1-6, force components in eV/Å:
Pb 0.410 -0.528 -0.867
C 0.056 -0.025 -0.034
C 0.139 0.002 -0.123
N -0.168 0.026 0.101
C -0.008 0.200 -0.014
C 0.000 0.035 -0.006

Values from the calculation:
Net charge: -2
Expectation value of S²: 0.782
Relative energy (zero: lowest compared OMol25 entry of this formula, charge and spin), kcal per mole: 0.00
Multiplicity: 2
HOMO level (alpha / beta), eV: -0.2 / -2.0

4.
# CH10N2O2

A 3-piece molecular cluster, CH10N2O2 overall at a distorted geometry (ωB97M-V with the def2-TZVPD basis set, the OMol25 dataset).

Last column: Mulliken charge in e.
CARTESIAN COORDINATES (ANGSTROEM)
N1 0.105779 -0.720558 1.354746  -0.6077
C1 -0.955899 -0.664631 2.472710  -0.3601
N2 -0.851604 0.302243 3.533793  -0.5377
H1 0.936025 -0.927931 1.904977  0.2300
H2 0.207902 0.269340 1.125733  0.2510
H3 -0.956421 -1.622449 3.037779  0.2822
H4 -1.839509 -0.798137 1.835758  0.3301
H5 0.063724 0.719944 3.642699  0.2129
H6 -1.594079 1.000073 3.573354  0.2004
O1 4.115509 1.331778 -4.843914  -0.6329
H7 3.698669 2.039276 -4.333881  0.3156
H8 4.585986 0.944303 -4.095484  0.3173
O2 -2.906365 -0.764590 -2.913280  -0.6307
H9 -2.595948 0.035369 -3.363762  0.3112
H10 -2.013763 -1.144030 -2.931222  0.3184

Atoms 1-6, force components in eV/Å:
N -0.600 0.735 2.561
C 0.457 -2.721 -1.085
N -0.779 1.116 -0.213
H 0.465 -0.083 -0.494
H 0.140 -0.128 -0.396
H 0.543 -0.004 -0.935

Values from the calculation:
Net charge: 0
Relative energy (zero: lowest compared OMol25 entry of this formula, charge and spin), kcal per mole: 29.07
SMILES: NCN.O.O
HOMO level, eV: -9.1